Computed, not measured: a structure of composition C51H53Br4F3I2N2O21S in a non-equilibrium geometry, with ωB97M-V/def2-TZVPD.

Each line ends with the Mulliken charge.
Element x y z (Å)
C1 -0.6310 1.5578 6.2414  0.00
C2 -0.4930 0.7977 5.3222  -2.34
C3 -0.4125 -0.0561 4.0597  1.63
S1 1.0574 -1.0967 4.5328  -0.03
O1 -0.3096 0.8043 2.9791  -0.48
C4 0.8145 1.1013 2.1332  1.57
C5 1.8601 1.9460 2.8894  -2.50
C6 1.4803 2.9302 4.0014  -0.50
O2 1.8921 4.2760 3.7766  -0.64
C7 2.2248 2.6312 5.3527  0.58
F1 1.7253 3.3510 6.3604  -0.27
F2 3.5013 3.0993 5.2043  -0.34
F3 2.3702 1.3472 5.6653  -0.17
C8 1.3922 -0.1923 1.4684  0.28
Br1 0.2399 -1.7117 1.1327  0.13
C9 2.6622 -0.3993 1.0776  -0.13
C10 3.7965 0.6038 1.1369  -0.98
Br2 3.2558 -2.0723 0.3065  -0.15
C11 0.1114 1.8867 0.9310  1.57
C12 1.1234 2.2470 -0.2278  -2.76
C13 1.4148 1.1588 -1.2999  -0.45
C14 1.3353 1.7553 -2.7478  -0.35
C15 2.6660 2.4869 -2.9664  -0.02
O3 2.8187 3.5833 -2.4981  -0.56
O4 3.6591 1.9143 -3.7232  -0.40
C16 4.6969 1.3145 -2.9433  0.42
C17 5.8231 2.2843 -2.5183  -1.18
N1 -0.8985 1.0975 0.2889  1.36
C18 -1.7272 1.7428 -0.7100  0.35
C19 -3.0286 0.9395 -0.9029  0.06
O5 -4.0780 1.5386 -0.9125  -0.66
N2 -2.9923 -0.4885 -1.0679  0.27
C20 -2.8024 -0.6631 -2.5390  -0.87
C21 -4.3520 -0.9981 -0.7919  -1.11
C22 -0.3813 3.3235 1.4015  -1.63
Br3 0.6960 4.9107 1.0192  -0.07
C23 -1.5334 3.6376 2.0087  0.31
C24 -1.9222 5.0636 2.4059  -1.72
Br4 -2.8959 2.3647 2.4287  0.01
C25 -1.7958 -0.8450 4.2506  -0.90
I1 -2.9822 -1.3117 2.5270  0.22
C26 -1.6424 -2.1361 5.1257  -1.11
C27 -1.3093 -3.4366 4.3634  -0.47
I2 -3.6887 -2.4768 5.9147  0.04
H1 -0.6252 2.3949 6.9071  0.58
H2 0.9945 -2.2056 3.7589  0.00
H3 2.4221 2.5189 2.1417  0.70
H4 2.6015 1.2511 3.3032  1.06
H5 0.4031 3.0466 4.1561  0.47
H6 2.6333 4.2957 3.1630  0.44
H7 4.6497 0.2372 0.5565  0.65
H8 4.1808 0.7335 2.1571  0.32
H9 3.5713 1.6013 0.7544  0.04
H10 2.0382 2.7393 0.1012  1.08
H11 0.6038 3.0152 -0.8167  1.51
H12 2.4769 0.8915 -1.1878  -0.75
H13 0.8678 0.2194 -1.1950  0.64
H14 0.4954 2.4438 -2.8666  0.36
H15 1.3122 0.9472 -3.4916  0.50
H16 4.3404 0.7786 -2.0545  -0.25
H17 5.1494 0.5503 -3.5865  0.38
H18 6.7800 1.7629 -2.6648  0.40
H19 5.7707 2.4942 -1.4425  0.25
H20 5.8468 3.2140 -3.0892  0.28
H21 -1.4598 0.5132 0.8961  0.01
H22 -1.2202 1.6613 -1.6906  -0.66
H23 -2.0646 2.7689 -0.5291  0.15
H24 -3.5752 -0.0972 -3.0764  0.34
H25 -2.9116 -1.7124 -2.8238  0.46
H26 -1.8291 -0.2304 -2.7877  0.02
H27 -4.7361 -0.6477 0.1702  0.45
H28 -4.3530 -2.0969 -0.7720  0.29
H29 -5.0682 -0.7118 -1.5772  0.31
H30 -1.1391 5.5196 3.0165  0.39
H31 -2.8574 5.0557 2.9730  0.45
H32 -2.0734 5.6179 1.4731  0.37
H33 -2.4776 -0.2291 4.8408  1.12
H34 -1.0807 -1.9779 6.0424  0.85
H35 -2.1970 -4.0482 4.2028  0.48
H36 -0.8235 -3.2847 3.3975  0.08
H37 -0.6299 -4.0303 4.9952  0.24
C28 -3.4633 4.2456 -6.6472  -0.81
C29 -2.9067 3.1063 -6.2215  0.26
C30 -3.2293 2.5260 -4.8794  1.15
O6 -2.6907 1.4775 -4.5631  -0.63
C31 -4.1526 3.2436 -4.0166  -1.10
C32 -4.7105 4.3861 -4.4406  0.38
C33 -4.4089 4.9561 -5.7975  0.78
O7 -4.9597 5.9874 -6.1319  -0.63
O8 -5.5603 5.0828 -3.6906  -0.58
O9 -2.0303 2.4124 -6.9505  -0.63
H38 -3.2395 4.6737 -7.6132  0.49
H39 -4.3617 2.8223 -3.0408  0.62
H40 -5.8144 5.8577 -4.2270  0.35
H41 -1.8119 1.6325 -6.4020  0.35
C34 -2.8561 -7.6597 4.1414  -0.96
C35 -2.9167 -8.9871 4.3056  0.41
C36 -3.1733 -9.9128 3.1520  0.91
O10 -3.1982 -11.1104 3.3614  -0.62
C37 -3.3849 -9.3278 1.8351  -0.91
C38 -3.3273 -8.0006 1.6728  0.17
C39 -3.0440 -7.0783 2.8214  1.10
O11 -2.9854 -5.8812 2.6057  -0.57
O12 -3.5157 -7.4187 0.4884  -0.59
O13 -2.7531 -9.5649 5.4935  -0.58
H42 -2.6701 -6.9833 4.9647  0.53
H43 -3.5859 -10.0026 1.0151  0.43
H44 -3.4196 -6.4601 0.6457  0.34
H45 -2.8418 -10.5243 5.3366  0.36
C40 2.6985 -7.8892 3.9696  -0.86
C41 1.7834 -6.9236 3.8247  0.19
C42 2.0902 -5.6536 3.0897  1.07
O14 1.2098 -4.8202 2.9758  -0.30
C43 3.4278 -5.4738 2.5502  -1.21
C44 4.3465 -6.4367 2.6965  0.48
C45 4.0337 -7.7206 3.4096  0.91
O15 4.9035 -8.5657 3.4951  -0.61
O16 5.5850 -6.3172 2.2218  -0.59
O17 0.5486 -7.0290 4.3195  -0.54
H46 2.4896 -8.8102 4.4954  0.47
H47 3.6313 -4.5435 2.0382  0.40
H48 6.0416 -7.1468 2.4589  0.35
H49 0.0924 -6.2004 4.0739  0.22
C46 3.0703 5.1406 -6.9428  -1.22
C47 3.0306 6.0162 -7.9554  0.41
C48 1.7563 6.3156 -8.6922  0.87
O18 1.7828 7.1352 -9.5907  -0.61
C49 0.5499 5.6044 -8.2952  -0.78
C50 0.5918 4.7267 -7.2847  -0.10
C51 1.8596 4.4479 -6.5323  1.10
O19 1.8229 3.6510 -5.6119  -0.38
O20 -0.4790 4.0441 -6.8788  -0.28
O21 4.1124 6.6739 -8.3698  -0.58
H50 3.9809 4.9188 -6.4039  0.51
H51 -0.3577 5.8151 -8.8432  0.48
H52 -0.1602 3.4923 -6.1409  0.25
H53 3.8125 7.2398 -9.1065  0.35

Summary:
E_LUMO (eV): -1.71
E_HOMO (hartree): -0.3188
Gap between HOMO and LUMO (eV): 6.968